12
Properties=species:S:1:pos:R:3:forces:R:3:mulliken_charge:R:1 method="wB97M-V/def2-TZVPD" charge=0 largest_force_ev_per_a=4.412 homo_lumo_gap_ev=9.38
C 2.472292 1.992716 1.199389 -0.07 -0.31 0.01 -0.031
C 1.502218 0.117674 1.776800 0.83 1.10 -1.89 0.149
C 1.524396 -0.087726 0.419230 0.18 0.20 -0.63 0.241
C -0.752624 -1.479749 0.132298 1.53 0.05 4.14 -0.790
N 2.037586 1.308080 2.198727 -0.37 -0.65 0.83 -0.510
S 2.264120 1.315582 -0.333046 -0.53 -1.01 -0.20 -0.111
S 0.923339 -1.464672 -0.532115 0.52 0.60 0.92 -0.051
Cl 0.946203 -1.052315 2.817575 -0.12 -0.68 1.57 -0.188
H 2.985255 2.908625 1.311274 0.36 0.89 0.17 0.445
H -1.128993 -2.424045 -0.127857 -1.11 -0.90 -0.62 0.330
H -1.191366 -0.600535 -0.187484 -1.56 1.25 -1.10 0.335
H -0.800759 -1.391847 1.351188 0.33 -0.54 -3.19 0.179

10
Properties=species:S:1:pos:R:3:forces:R:3:mulliken_charge:R:1 method="wB97M-V/def2-TZVPD" charge=0 largest_force_ev_per_a=1.672 homo_lumo_gap_ev=10.38
C -1.496651 -0.405948 -0.201130 0.74 0.00 -0.04 -0.175
C -0.732111 0.632968 0.116674 0.51 -1.17 -0.57 -0.292
C 0.725251 0.633180 -0.122915 0.29 -0.30 0.23 -0.259
C 1.493120 -0.409153 0.202848 -0.26 1.47 -0.75 -0.212
H -1.144390 -1.326442 -0.668396 -0.12 0.27 0.03 0.350
H -1.181102 1.482674 0.553255 -0.45 0.88 0.38 0.364
H 1.188549 1.529350 -0.543070 -0.11 -0.30 0.09 0.322
H 1.142506 -1.289044 0.669180 -0.21 -0.86 0.48 0.388
F -2.806036 -0.422868 0.052293 -0.36 0.02 0.09 -0.242
F 2.810863 -0.424718 -0.058736 -0.02 -0.01 0.04 -0.244

10
Properties=species:S:1:pos:R:3:forces:R:3:mulliken_charge:R:1 method="wB97M-V/def2-TZVPD" charge=0 largest_force_ev_per_a=3.848 homo_lumo_gap_ev=10.09
C 0.711158 0.139038 -0.034897 0.06 0.67 0.29 0.486
C 1.556700 1.191901 0.079735 1.91 -1.67 0.37 -0.685
C -0.845584 0.081997 -0.038052 3.77 -0.35 0.00 0.483
C -1.666772 1.117573 -0.110688 0.78 -3.73 0.53 -0.947
H 2.676522 0.728803 0.002333 -2.65 1.77 0.33 0.220
H 1.411418 2.283605 0.392298 -0.16 -2.02 -0.90 0.277
H -2.609870 0.771478 0.126131 -2.44 0.17 0.07 0.308
H -1.386892 2.092520 -0.169698 0.78 2.41 -0.31 0.357
F 1.338000 -1.116332 -0.089799 -1.30 1.62 -0.30 -0.267
F -1.185132 -1.223608 0.120060 -0.77 1.14 -0.08 -0.232

15
Properties=species:S:1:pos:R:3:forces:R:3:mulliken_charge:R:1 method="wB97M-V/def2-TZVPD" charge=0 largest_force_ev_per_a=4.779 homo_lumo_gap_ev=8.51
C -0.249693 -0.050879 0.058796 -2.89 0.52 -0.94 -0.515
C -2.550703 -0.053929 -0.312074 3.88 -1.07 1.34 0.298
C -0.318633 -1.323060 0.380036 -1.07 -0.12 -0.42 0.594
C 2.410444 0.865967 -0.494207 -2.80 3.86 -0.30 -1.043
N -2.664681 -1.210393 0.133619 -2.05 0.16 -0.58 -0.499
N -1.624347 -1.983325 0.343021 3.60 1.09 -0.09 0.150
O 0.065955 2.349432 -0.779857 1.53 -0.95 0.14 -0.597
O 0.801626 1.739796 1.483768 0.83 0.27 0.47 -0.592
F -3.483201 0.786403 -0.626379 0.62 -0.02 0.13 -0.172
F 0.716427 -2.135201 0.677853 -0.98 0.19 0.03 -0.247
S 0.750801 1.409716 0.093846 -2.03 -0.59 -0.09 1.211
H 2.889499 0.406017 0.274958 1.53 -0.86 2.34 0.364
H 2.191736 0.190654 -1.231426 -0.23 -1.41 -2.30 0.376
H 2.753703 1.858232 -0.833103 0.63 -0.79 -0.01 0.388
H -1.688929 -2.849431 0.831147 -0.58 -0.30 0.27 0.285

13
Properties=species:S:1:pos:R:3:forces:R:3:mulliken_charge:R:1 method="wB97M-V/def2-TZVPD" charge=0 largest_force_ev_per_a=4.754 homo_lumo_gap_ev=8.80
C -0.078685 -0.157196 -0.454444 -1.65 -1.06 -3.47 0.339
C -2.012209 -1.054676 -0.507850 0.81 1.13 0.66 -0.093
C -0.908065 -0.626595 1.516151 -1.13 -0.91 1.19 0.479
C 1.739072 1.286710 -1.044313 -0.41 1.46 4.50 -0.593
O 0.144943 -0.054071 0.785214 1.79 1.45 0.32 -0.253
O -1.576755 -1.533593 0.766645 -0.35 0.62 0.88 -0.198
O 0.637785 0.431152 -1.362336 0.07 -0.13 1.02 -0.278
F -1.981933 -2.159638 -1.209473 0.16 -0.50 -0.59 -0.156
F -1.636749 0.478564 1.978207 0.54 -1.42 -0.52 -0.260
H -0.447392 -1.188880 2.337608 -0.39 0.62 0.16 0.199
H 2.481806 1.184371 -1.733772 1.82 -0.78 -2.07 0.294
H 2.214256 1.023754 0.038357 -1.33 0.78 -2.56 0.259
H 1.423925 2.370098 -1.109994 0.06 -1.25 0.46 0.262

13
Properties=species:S:1:pos:R:3:forces:R:3:mulliken_charge:R:1 method="wB97M-V/def2-TZVPD" charge=+1 largest_force_ev_per_a=3.931 homo_lumo_gap_ev=11.06
C -1.385645 0.186683 0.177566 -3.45 -0.24 -1.87 0.504
C 0.019012 -0.199530 -1.565981 -1.56 0.60 2.15 0.471
C -0.304784 0.601249 1.036866 -0.69 0.68 2.05 -0.373
C 0.935023 -0.232076 0.701236 -2.09 -1.44 -1.88 0.122
N -1.278654 0.032580 -1.101109 2.29 -0.99 -0.80 -0.416
N 1.057454 -0.362586 -0.764555 0.41 0.09 -1.80 -0.097
F -2.674397 0.211108 0.579382 2.52 0.02 0.05 -0.172
F 0.220293 -0.280125 -2.828860 -0.29 -0.07 0.40 -0.129
F 0.655918 -1.553530 1.060273 0.52 1.15 0.72 -0.259
H -0.402174 1.686362 0.717029 1.31 -0.63 0.71 0.280
H -0.570375 0.546019 2.147887 0.50 -0.01 -1.55 0.380
H 1.835616 0.151430 1.078329 1.22 0.15 0.83 0.388
H 1.892714 -0.787584 -1.238063 -0.70 0.69 1.01 0.301